Arrangement 1

Molecular formula: C30H30N6
Method: DFT, ωB97M-V with the def2-TZVPD basis set

Multiplicity: 1
Structure (SMILES): c1ccncc1.c1ccncc1.c1ccncc1.c1ccncc1.c1ccncc1.c1ccncc1
HOMO (eV): -9.3

Last column: natural (NBO) charge in e.
CARTESIAN COORDINATES (ANGSTROEM)
C -7.267 -11.083 16.889  -0.1817
C -7.640 -9.730 16.711  -0.2621
C -6.676 -8.745 17.014  0.0083
N -5.523 -9.057 17.619  -0.4465
C -5.197 -10.311 17.755  0.0453
C -6.009 -11.384 17.347  -0.2458
H -7.943 -11.884 16.664  0.2119
H -8.642 -9.470 16.288  0.2254
H -6.860 -7.648 16.921  0.2016
H -4.185 -10.529 18.141  0.1967
H -5.650 -12.374 17.297  0.2465
C -6.149 -16.581 17.209  -0.1712
C -5.871 -16.628 18.575  -0.2576
C -6.462 -15.608 19.378  0.0142
N -7.264 -14.590 18.892  -0.4178
C -7.607 -14.649 17.607  0.0154
C -7.075 -15.609 16.764  -0.2537
H -5.731 -17.347 16.606  0.2184
H -5.074 -17.278 19.020  0.2505
H -6.283 -15.448 20.434  0.1998
H -8.318 -13.947 17.249  0.1863
H -7.321 -15.566 15.728  0.2128
C -0.398 -9.672 19.527  -0.1783
C 0.588 -10.588 19.908  -0.2569
C 0.221 -11.581 20.797  0.0200
N -1.002 -11.672 21.362  -0.4343
C -1.958 -10.912 20.890  0.0475
C -1.636 -9.768 20.086  -0.2555
H -0.108 -8.982 18.731  0.2219
H 1.618 -10.527 19.555  0.2214
H 0.896 -12.431 21.009  0.1947
H -2.939 -11.056 21.326  0.1967
H -2.446 -9.125 19.777  0.2257
C -1.001 -13.795 15.678  -0.1679
C -0.953 -13.610 17.049  -0.2624
C -2.150 -13.330 17.698  0.0584
N -3.258 -13.051 17.091  -0.4467
C -3.263 -13.052 15.774  0.0241
C -2.188 -13.421 14.997  -0.2501
H -0.106 -14.022 15.109  0.2145
H -0.076 -13.822 17.620  0.2181
H -2.161 -13.365 18.775  0.1895
H -4.230 -12.704 15.375  0.2000
H -2.211 -13.487 13.893  0.2255
C -3.558 -9.138 13.541  -0.1785
C -4.747 -9.379 14.216  -0.2490
C -5.586 -10.330 13.755  0.0178
N -5.326 -11.130 12.724  -0.4238
C -4.195 -10.927 12.007  0.0144
C -3.262 -9.927 12.395  -0.2585
H -2.983 -8.405 14.013  0.2171
H -4.926 -8.848 15.176  0.2338
H -6.485 -10.628 14.309  0.1997
H -4.071 -11.568 11.146  0.1991
H -2.331 -9.720 11.736  0.2231
C -1.697 -15.976 22.205  -0.1790
C -1.517 -17.255 21.660  -0.2640
C -2.086 -17.510 20.423  0.0292
N -2.798 -16.616 19.756  -0.4463
C -2.992 -15.456 20.277  0.0368
C -2.384 -15.010 21.476  -0.2504
H -1.377 -15.864 23.270  0.2220
H -0.857 -18.001 22.169  0.2220
H -1.878 -18.456 19.993  0.1865
H -3.787 -14.841 19.759  0.2042
H -2.631 -13.982 21.848  0.2412

Arrangement 2

Molecular formula: C30H30N6
Method: DFT, ωB97M-V with the def2-TZVPD basis set

Multiplicity: 1
Structure (SMILES): c1ccncc1.c1ccncc1.c1ccncc1.c1ccncc1.c1ccncc1.c1ccncc1
HOMO (eV): -7.3

Last column: natural (NBO) charge in e.
CARTESIAN COORDINATES (ANGSTROEM)
C 1.633 -3.590 0.296  -0.1709
C 1.420 -4.892 0.748  -0.2576
C 1.767 -5.949 -0.041  0.0261
N 2.218 -5.826 -1.310  -0.4077
C 2.351 -4.547 -1.780  0.0247
C 2.054 -3.376 -1.022  -0.2594
H 1.266 -2.850 0.991  0.2189
H 1.072 -4.990 1.765  0.2214
H 1.767 -6.972 0.303  0.1986
H 2.657 -4.337 -2.794  0.1858
H 2.056 -2.377 -1.433  0.2274
C -4.094 -0.003 0.404  -0.2686
C -3.574 1.259 0.117  -0.1216
C -4.471 2.328 -0.122  0.0561
N -5.801 2.192 0.183  -0.4367
C -6.283 0.982 0.602  -0.0314
C -5.432 -0.156 0.641  -0.2382
H -3.447 -0.865 0.475  0.1764
H -2.510 1.273 -0.068  0.1918
H -4.164 3.287 -0.513  0.1930
H -7.359 0.955 0.695  0.1945
H -5.766 -1.092 1.063  0.2077
C 4.040 1.564 2.665  -0.1554
C 3.711 1.458 4.039  -0.2562
C 2.525 0.841 4.415  0.0237
N 1.650 0.261 3.501  -0.4049
C 2.067 0.251 2.180  -0.0171
C 3.218 0.910 1.741  -0.2723
H 4.978 2.037 2.416  0.2232
H 4.374 1.892 4.772  0.2210
H 2.366 0.748 5.479  0.2015
H 1.321 -0.156 1.514  0.2272
H 3.376 1.002 0.676  0.2183
C 0.484 -1.422 -1.755  -0.1417
C -0.870 -1.584 -1.391  -0.2483
C -1.334 -0.728 -0.365  0.0581
N -0.556 0.205 0.265  -0.5057
C 0.734 0.287 -0.140  0.0374
C 1.289 -0.534 -1.114  -0.2909
H 0.916 -1.962 -2.584  0.2133
H -1.535 -2.239 -1.934  0.2305
H -2.376 -0.805 -0.090  0.1970
H 1.401 0.879 0.468  0.2184
H 2.321 -0.466 -1.427  0.2215
C -0.492 2.837 3.201  -0.1508
C -1.668 3.574 3.418  -0.2546
C -2.810 3.321 2.597  0.0567
N -2.751 2.453 1.562  -0.4419
C -1.553 1.825 1.285  0.0077
C -0.483 1.937 2.103  -0.2257
H 0.316 3.027 3.891  0.2172
H -1.804 4.298 4.207  0.2138
H -3.710 3.897 2.754  0.1974
H -1.645 0.995 0.600  0.2338
H 0.413 1.368 1.902  0.2109
C 0.610 -0.060 -5.033  -0.1706
C 0.402 1.296 -5.147  -0.2456
C 1.350 2.163 -4.575  0.0398
N 2.410 1.724 -3.881  -0.4126
C 2.552 0.387 -3.775  0.0303
C 1.682 -0.514 -4.325  -0.2606
H -0.096 -0.724 -5.509  0.2180
H -0.384 1.668 -5.787  0.2210
H 1.111 3.194 -4.787  0.1974
H 3.322 0.010 -3.119  0.1842
H 1.762 -1.570 -4.115  0.2055

How do the energies compare? Relative to the most stable structure, in hartree: arrangement 1 0.0000; arrangement 2 0.3033.

Arrangement 1

Molecular formula: C4H10N4
Method: DFT, ωB97M-V with the def2-TZVPD basis set

Multiplicity: 1
Structure (SMILES): [H]/N=C(/N)[C@H]1NC[C@H]1N
HOMO (eV): -9.1

Last column: natural (NBO) charge in e.
CARTESIAN COORDINATES (ANGSTROEM)
H -1.514 1.064 0.777  0.3182
N -1.805 0.142 1.350  -0.6521
C -0.971 -0.540 0.630  0.3767
N -0.712 -1.851 0.877  -0.8158
C -0.333 -0.053 -0.607  -0.1500
N -0.587 1.341 -1.042  -0.6340
C 0.853 1.626 -0.670  -0.2472
C 1.112 -0.001 -0.802  -0.0415
N 1.909 -0.718 0.114  -0.8412
H -0.906 -2.198 1.736  0.3767
H 0.371 -1.995 0.798  0.3918
H -0.746 -0.741 -1.423  0.2251
H -1.270 1.982 -0.826  0.3834
H 1.202 2.440 -1.334  0.1968
H 1.165 2.150 0.432  0.1590
H 1.512 -0.326 -1.802  0.2145
H 2.930 -0.568 0.148  0.3859
H 1.651 -0.404 1.097  0.3536

Arrangement 2

Molecular formula: C4H10N4
Method: DFT, ωB97M-V with the def2-TZVPD basis set

Multiplicity: 1
Structure (SMILES): C=CN(C)N.N#CN
HOMO (eV): -8.1

Last column: natural (NBO) charge in e.
CARTESIAN COORDINATES (ANGSTROEM)
C 2.006 -0.828 -0.186  -0.5342
C 0.837 -0.748 -0.818  0.0134
N -0.393 -1.005 -0.252  -0.2932
C -1.585 -0.868 -1.051  -0.4256
N -0.533 -0.508 1.147  -0.6920
H 2.915 -0.525 -0.675  0.2082
H 2.069 -1.092 0.854  0.1956
H 0.798 -0.476 -1.864  0.1949
H -2.002 0.150 -0.929  0.2189
H -1.349 -1.012 -2.103  0.2088
H -2.312 -1.622 -0.736  0.1956
H -0.484 -1.330 1.742  0.3603
H -1.456 -0.126 1.352  0.3753
N -1.414 2.213 -0.030  -0.4372
C -0.465 1.924 0.586  0.4421
N 0.773 2.030 1.089  -0.8624
H 1.219 1.135 1.263  0.4272
H 1.375 2.689 0.610  0.4043

How do the energies compare? Relative to the most stable structure, in hartree: arrangement 1 0.0207; arrangement 2 0.0000.

Arrangement 1

Molecular formula: C4H10N4
Method: DFT, ωB97M-V with the def2-TZVPD basis set

Multiplicity: 1
Structure (SMILES): [H]/N=C(/N)NC.C=C=N
HOMO (spin up / spin down) (eV): -7.8 / -7.8

Last column: natural (NBO) charge in e.
CARTESIAN COORDINATES (ANGSTROEM)
H -2.766 1.043 0.390  0.3328
N -2.437 0.222 -0.110  -0.7354
C -1.149 0.137 -0.259  0.5524
N -0.802 -0.472 -1.483  -0.8311
N -0.286 1.245 0.102  -0.6428
C 0.711 1.774 -0.822  -0.4020
H 0.086 -0.954 -1.449  0.3748
H -1.570 -1.011 -1.855  0.3975
H -0.818 1.993 0.534  0.3719
H 0.294 2.094 -1.782  0.1830
H 1.405 0.954 -1.007  0.1904
H 1.206 2.628 -0.363  0.2043
C 1.330 -0.823 1.962  -0.7368
C 0.591 -1.483 1.056  0.5076
N 0.612 -2.425 0.271  -0.7053
H 2.403 -0.737 1.892  0.2569
H 1.156 -1.009 3.012  0.2446
H 0.034 -3.175 -0.090  0.4372

Arrangement 2

Molecular formula: C4H10N4
Method: DFT, ωB97M-V with the def2-TZVPD basis set

Multiplicity: 1
Structure (SMILES): NC[C@H]1CN=CNN1
HOMO (eV): -8.4

Last column: natural (NBO) charge in e.
CARTESIAN COORDINATES (ANGSTROEM)
N -0.822 1.618 -0.551  -0.9053
C -0.285 0.493 -1.429  -0.2265
C 0.522 -0.628 -0.680  -0.1315
C 1.439 -0.031 0.167  -0.2745
N 0.992 0.074 1.646  -0.5202
C -0.149 -0.139 1.936  0.2788
N -0.941 -0.896 1.153  -0.4851
N -0.460 -1.477 0.043  -0.4204
H -1.720 1.967 -1.069  0.3767
H -0.238 2.559 -0.207  0.3892
H -1.277 -0.018 -1.936  0.2062
H 0.283 0.739 -2.507  0.1799
H 1.002 -1.356 -1.442  0.2151
H 1.825 1.013 -0.178  0.2226
H 2.294 -0.872 0.072  0.2044
H -0.537 0.105 3.046  0.1673
H -2.059 -0.979 1.279  0.3882
H 0.131 -2.172 0.658  0.3348

Arrangement 3

Molecular formula: C4H10N4
Method: DFT, ωB97M-V with the def2-TZVPD basis set

Multiplicity: 1
Structure (SMILES): C/C=C(N)\C(N)=N\N
HOMO (spin up / spin down) (eV): -7.2 / -7.2

Last column: natural (NBO) charge in e.
CARTESIAN COORDINATES (ANGSTROEM)
C 0.567 -1.097 -1.843  -0.6303
C 1.116 -0.935 -0.463  -0.1446
C 0.952 0.161 0.360  0.0667
N 1.929 0.721 1.211  -0.8238
C -0.418 0.466 0.599  0.2657
N -0.833 1.725 1.024  -0.8459
N -1.209 -0.535 0.265  -0.2723
N -2.531 -0.232 -0.010  -0.7023
H -0.293 -0.449 -1.991  0.2167
H 1.332 -0.879 -2.593  0.2046
H 0.251 -2.131 -1.997  0.2091
H 2.008 -1.538 -0.287  0.1729
H 1.755 0.566 2.197  0.3661
H 2.866 0.428 0.971  0.3773
H -0.066 2.326 1.286  0.3956
H -1.601 1.727 1.681  0.3828
H -2.738 0.735 -0.245  0.3708
H -3.088 -1.060 -0.165  0.3907

How do the energies compare? Relative to the most stable structure, in hartree: arrangement 1 0.0846; arrangement 2 0.1089; arrangement 3 0.0000.